Entry from the OMol25 dataset: a cluster of 3 separate species, C2H11N2O2 in total at a distorted geometry (ωB97M-V/def2-TZVPD).

```
! RIJCOSX wB97M-V def2-TZVPD def2/J DEFGRID3
* xyz 1 1
H -1.2574 -0.3561 1.3657
H 1.1962 0.6915 -3.0195
N -0.4658 -0.2956 0.8176
H 0.3575 -0.7591 1.2569
H 2.1646 -2.6450 1.6569
H -0.2207 1.3921 -2.6801
N 0.7101 1.2101 -2.3809
H -3.7202 -0.4559 1.8039
H -3.2405 0.8627 2.1416
C 0.7175 0.5247 -1.0832
H 1.6636 0.2201 -0.8096
H 1.2385 2.1808 -2.3252
O 2.3474 -1.6929 1.3921
H -1.4085 0.5460 -0.7404
O -2.8673 0.0408 1.9265
H 3.2397 -1.7154 1.0840
C -0.4548 0.2513 -0.4065
*
```

Properties
E_LUMO: -3.281 eV
frontier orbital gap: 8.8 eV
energy: -342.51467 Eh
energy relative to the best compared isomer or geometry (same formula, charge and spin): 193.7 kJ/mol

=====

Entry from the OMol25 dataset: a cluster of 3 separate species, C2H11N2O2 in total at a distorted geometry (ωB97M-V/def2-TZVPD).

```
! RIJCOSX wB97M-V def2-TZVPD def2/J DEFGRID3
* xyz 2 2
N 0.2124 -1.8035 -0.7788
H 0.6962 -2.6789 -0.4013
O -2.0331 -0.3794 0.0471
H -1.8207 -0.6844 0.9909
C 1.0160 -0.7435 -1.1783
H 1.2587 2.3921 -1.8634
H -2.6933 0.3018 0.1376
H 1.9032 -0.8012 -1.8004
O -1.2299 -0.0896 2.7838
H -0.7709 -1.7394 -0.4092
H 2.5138 1.1509 -1.4443
H -0.4724 -0.1515 3.3960
H -1.9207 0.4258 3.2381
C 1.5016 1.5762 -1.1199
H -0.3651 0.6531 -0.5364
H 1.6312 2.1119 -0.0883
N 0.5731 0.4598 -0.9733
*
```

Properties
E_LUMO (spin up / spin down): -10.219 / -14.457 eV
frontier orbital gap (spin up / spin down): 8.7 / 4.4 eV
<S²>: 0.797
energy: -342.01096 Eh
energy relative to the best compared isomer or geometry (same formula, charge and spin): 238.4 kJ/mol

=====

Entry from the OMol25 dataset: a structure of composition C2H11N2O2Pt at a distorted geometry (ωB97M-V/def2-TZVPD).

```
! RIJCOSX wB97M-V def2-TZVPD def2/J DEFGRID3
* xyz 1 5
Pt 0.1861 0.0162 -0.1110
H 1.6295 -1.6013 -1.5186
C -1.1408 -0.1768 2.3482
H 0.6351 -0.7498 -2.4817
H -2.0570 -0.2666 -1.2174
H 1.9735 -0.0456 -1.9040
N 1.2164 -0.6751 -1.6479
O -1.0380 -1.3949 2.1741
H -2.8117 1.2944 -1.0978
H -1.0215 1.1928 -0.9642
H 2.8221 -0.0984 0.7628
O -0.6010 0.7353 1.5747
H -1.8382 0.9646 -2.5076
H 1.8842 0.7396 1.8187
C -1.9237 0.7804 -1.4441
H -1.6782 0.2986 3.1942
N 1.9044 -0.0892 1.2108
H 1.8588 -0.9240 1.8108
*
```

Properties
E_LUMO (spin up / spin down): -3.700 / -7.028 eV
frontier orbital gap (spin up / spin down): 4.9 / 7.2 eV
<S²>: 6.012
energy: -461.57993 Eh
energy relative to the best compared isomer or geometry (same formula, charge and spin): 0.0 kJ/mol

=====

Entry from the OMol25 dataset: a cluster of 2 separate species, C2H11N2O3Si in total at a distorted geometry (ωB97M-V/def2-TZVPD).

```
! RIJCOSX wB97M-V def2-TZVPD def2/J DEFGRID3
* xyz 1 1
C -0.3750 -1.5762 -0.8433
Si 0.5678 2.2600 -1.4544
H -1.6204 0.4436 0.6205
H 1.4958 -1.9114 0.9256
C 0.3730 -0.5222 -0.0874
H 0.2256 -1.8597 -1.7047
H -0.8182 3.6302 -0.3046
N 1.4483 -0.9585 0.5796
H 0.0172 1.4937 -3.5496
O -0.7805 2.9556 -0.9794
H -0.4300 0.6558 1.7626
H -1.3306 -1.2095 -1.2065
H 2.0750 -0.3076 1.0208
H -0.5419 -2.4758 -0.2430
H 2.7738 2.6229 -1.0448
N -0.8601 -0.0067 1.1230
O 0.7110 1.7790 -2.9573
H -1.2216 -0.8009 1.6518
O 1.8806 2.8316 -0.7709
*
```

Properties
E_LUMO: -3.571 eV
frontier orbital gap: 8.1 eV
energy: -707.35639 Eh
energy relative to the best compared isomer or geometry (same formula, charge and spin): 289.4 kJ/mol

=====

Entry from the OMol25 dataset: a cluster of 2 separate species, C2H11N2OSi in total at a distorted geometry (ωB97M-V/def2-TZVPD).

```
! RIJCOSX wB97M-V def2-TZVPD def2/J DEFGRID3
* xyz 1 1
H 1.5071 -1.4922 0.0054
Si -0.8938 1.0361 -0.3581
H 1.8712 -1.0281 -2.1665
H -2.0973 -0.3880 1.9884
C -2.8338 0.0446 1.4047
H -3.2791 1.0485 1.8630
N 2.2692 -0.4224 -1.4635
N 2.2246 -0.0225 1.0597
H -0.2985 2.2985 0.0556
H 3.0611 -0.4726 1.1949
H 1.8765 0.4971 -1.8323
C 1.4735 -0.4147 -0.0041
H 2.2597 0.9823 1.2843
H -0.5113 0.5538 -1.7225
H -3.6358 -0.6570 1.1015
H 3.3573 -0.5107 -1.5382
O -2.2414 0.3448 0.1669
*
```

Properties
E_LUMO: -3.637 eV
frontier orbital gap: 9.3 eV
energy: -556.68784 Eh
energy relative to the best compared isomer or geometry (same formula, charge and spin): 230.4 kJ/mol

=====

Entry from the OMol25 dataset: a structure of composition C2H11N2Si2 at a distorted geometry (ωB97M-V/def2-TZVPD).

```
! RIJCOSX wB97M-V def2-TZVPD def2/J DEFGRID3
* xyz 1 1
H 0.8277 -0.4246 2.0870
H -0.8396 2.1177 1.3987
Si -0.5439 1.5289 0.0561
H 1.7920 0.8011 1.3097
N 0.3464 -0.0202 0.0350
H 0.4332 -0.5523 -2.0564
H -3.0331 1.0197 -0.3423
H 1.5817 -1.4162 -1.0582
Si -1.7589 -1.0646 -0.0430
N -2.0842 0.5937 -0.0072
H -0.0210 2.2188 -1.0921
C 1.2788 -0.1430 1.0868
H 2.1701 -0.8950 0.9814
H -1.8111 -1.7177 1.2915
H 2.0543 0.1378 -1.3357
H -1.4656 -1.7633 -1.1950
C 1.0732 -0.4208 -1.1161
*
```

Properties
E_LUMO: -4.800 eV
frontier orbital gap: 9.6 eV
energy: -771.01758 Eh
energy relative to the best compared isomer or geometry (same formula, charge and spin): 133.2 kJ/mol

=====

- Which value of energy does entry 1 give?
  -342.51467 Eh